Entry 1:
The following is a DFT calculation (wB97M-V/def2-TZVPD) of a structure of composition C16H13Co2N2O6 in a non-equilibrium geometry.

Output
Total charge ... -1
LUMO energy ... 2.18 eV

Last column: Löwdin charge in e.
Element x y z (Å)
O  -1.500945  4.738151  0.547024  0.02
C  -1.610991  3.600253  0.822221  -0.23
Co  -1.857451  1.939531  1.268488  0.07
C  -2.004023  1.695610  3.001565  -0.17
O  -2.189056  1.549703  4.135971  0.08
C  -3.482658  1.841600  0.739477  -0.21
O  -4.593114  1.758400  0.379400  0.07
C  -1.135282  0.455000  0.294415  -0.13
C  -1.989238  -0.683473  -0.028704  -0.23
C  -2.355457  -1.621143  0.958109  -0.04
C  -3.338242  -2.580657  0.720112  -0.07
C  -3.948254  -2.672519  -0.556947  -0.09
C  -3.531662  -1.782678  -1.571255  -0.10
C  -2.569550  -0.819677  -1.320509  -0.04
C  0.136665  0.713879  0.485698  -0.17
C  1.102394  1.655745  0.075591  -0.29
Co  1.181077  -0.865161  1.299326  0.01
C  0.886771  -2.365432  0.537382  -0.23
O  0.626640  -3.407601  0.033335  0.01
C  0.613763  -1.088411  2.899574  -0.26
O  0.200108  -1.278036  3.988862  0.01
C  2.901047  -0.638192  1.345536  -0.31
O  4.043299  -0.533195  1.328734  0.02
H  -1.889312  -1.556524  1.950797  0.11
H  -3.635747  -3.248664  1.500323  0.09
H  -4.698443  -3.401697  -0.745227  0.07
H  -3.976075  -1.846396  -2.550215  0.09
H  -2.251287  -0.109085  -2.090481  0.11
H  2.043634  1.359607  -0.280864  0.10
H  0.764924  2.280126  -0.818413  0.14
C  1.240301  2.298313  3.535743  -0.08
N  0.583830  2.654271  2.271565  -0.09
N  1.478252  2.530751  1.118665  0.01
H  0.506012  2.574814  4.324148  0.09
H  1.445111  1.219456  3.611429  0.06
H  2.157452  2.898910  3.706578  0.08
H  0.332873  3.589985  2.280540  0.06
H  2.341001  1.962621  1.483988  0.19
H  1.263132  3.417716  0.489321  0.23

Atoms 1-6, force components in eV/Å:
O -0.257 -1.216 0.301
C 0.776 1.914 -0.627
Co 0.423 0.257 -0.479
C -0.519 -0.301 1.699
O 0.258 0.164 -1.099
C -2.690 -1.302 -1.124

Entry 2:
The following is a DFT calculation (wB97M-V/def2-TZVPD) of a structure of composition C28H32Cl2NO2PPb in a non-equilibrium geometry.

Output
Total charge ... -2
LUMO energy (alpha / beta) ... 3.66 / 3.66 eV

Last column: Löwdin charge in e.
Element x y z (Å)
C  4.482340  -1.664687  0.931461  -0.26
C  4.827004  -0.316480  1.213177  -0.30
C  4.764634  0.419766  -0.003070  -0.28
C  5.176706  0.231254  2.535354  -0.10
C  4.479834  -0.499069  -1.052521  -0.27
C  4.257981  -1.777660  -0.471218  -0.25
C  3.806467  -2.978734  -1.192669  -0.08
C  4.334381  -2.731706  1.939206  -0.09
C  4.870962  1.883930  -0.120674  -0.10
C  4.415269  -0.174554  -2.486577  -0.09
Pb  0.526571  -0.389268  0.122337  0.81
Cl  1.836202  1.193529  1.686615  -0.07
Cl  0.090604  -2.393658  1.550138  -0.09
O  1.539644  -0.602538  -1.680383  -0.39
H  4.757557  -0.380565  3.340173  0.06
H  4.801868  1.253926  2.653565  0.05
H  6.268816  0.252464  2.659932  0.06
H  4.103622  2.379455  0.491611  0.03
H  4.722278  2.193880  -1.158227  0.05
H  5.856283  2.233928  0.215230  0.06
H  4.350578  0.905380  -2.631415  0.05
H  3.526179  -0.623928  -2.942437  0.05
H  5.309716  -0.532365  -3.013217  0.06
H  3.009254  -2.719620  -1.901010  0.06
H  3.390937  -3.713595  -0.498030  0.06
H  4.632330  -3.458956  -1.739363  0.06
H  3.588412  -2.457058  2.698592  0.06
H  5.285547  -2.913697  2.458307  0.06
H  4.006276  -3.665022  1.475475  0.05
H  0.892171  -0.608925  -2.407192  0.00
O  -0.337130  -3.476576  -1.777074  -0.22
H  -0.231777  -4.172864  -1.097288  0.00
N  -1.122319  0.887125  -0.339669  -0.39
P  -2.693109  0.768908  -0.069421  0.74
C  -3.345582  -0.526310  -1.128545  -0.30
C  -4.038857  -0.259536  -2.325410  -0.13
C  -4.124611  -1.257842  -3.297853  -0.13
C  -3.457533  -2.501810  -3.135635  -0.13
C  -2.664031  -2.653154  -2.014002  -0.17
C  -2.715505  -1.790809  -0.956950  -0.18
C  -3.051753  0.534943  1.694983  -0.27
C  -3.126952  1.664540  2.531816  -0.08
C  -3.032479  1.506624  3.916622  -0.10
C  -2.894353  0.227390  4.474729  -0.10
C  -2.915448  -0.896966  3.642742  -0.09
C  -3.071274  -0.751555  2.264037  -0.09
C  -3.408103  2.341483  -0.565447  -0.31
C  -2.525175  3.332239  -0.998805  -0.07
C  -3.013520  4.605909  -1.314214  -0.08
C  -4.383871  4.871298  -1.206081  -0.11
C  -5.269800  3.870375  -0.794983  -0.10
C  -4.789202  2.596840  -0.474003  -0.09
H  -4.453580  0.736105  -2.505977  0.08
H  -4.670188  -1.060234  -4.221443  0.07
H  -3.564015  -3.275047  -3.894635  0.07
H  -1.353360  -3.487394  -1.948409  -0.07
H  -2.214773  -2.021080  -0.012786  0.02
H  -3.253867  2.659285  2.100441  0.10
H  -3.060481  2.384598  4.563656  0.09
H  -2.782934  0.109742  5.552266  0.09
H  -2.792952  -1.895819  4.063837  0.10
H  -3.196770  -1.638277  1.641122  0.09
H  -1.463157  3.092878  -1.074059  0.09
H  -2.318802  5.378089  -1.642234  0.10
H  -4.761573  5.865813  -1.446330  0.09
H  -6.339079  4.078528  -0.721162  0.09
H  -5.472506  1.807135  -0.157005  0.11

Atoms 1-6, force components in eV/Å:
C 0.187 1.388 -0.553
C -0.548 -1.023 -0.930
C 0.118 -1.633 -0.583
C 0.055 0.111 0.271
C -0.055 0.437 1.602
C -0.003 1.130 0.685

Entry 3:
The following is a DFT calculation (wB97M-V/def2-TZVPD) of a cluster of 8 separate species, C36H88O18S3 in total in a non-equilibrium geometry.

Output
Total charge ... 0
LUMO energy ... 0.28 eV

Last column: Löwdin charge in e.
Element x y z (Å)
C  2.976671  3.743467  -0.404465  -0.13
O  4.256151  3.825137  -0.892405  -0.19
C  4.421611  4.736057  -1.936105  -0.19
C  5.845431  4.603377  -2.599445  -0.14
O  5.876521  3.322137  -3.199385  -0.14
C  6.833501  3.081727  -4.133695  -0.23
C  6.587031  1.650377  -4.615395  -0.18
O  5.318491  1.651297  -5.330205  -0.18
C  4.931201  0.310427  -5.700405  -0.08
H  2.950381  3.357527  0.614575  0.10
H  2.534501  3.138797  -1.196275  0.09
H  2.580551  4.754457  -0.309055  0.08
H  4.312931  5.737347  -1.519335  0.12
H  3.690051  4.556977  -2.724045  0.13
H  6.595751  4.601477  -1.808795  0.12
H  6.053051  5.443977  -3.261555  0.12
H  7.873451  3.211857  -3.834235  0.13
H  6.607591  3.714737  -4.991805  0.13
H  6.593301  1.003907  -3.737825  0.11
H  7.397031  1.240257  -5.218565  0.12
H  4.602611  -0.262813  -4.833495  0.07
H  5.814071  -0.153693  -6.139985  0.08
H  4.248741  0.223997  -6.545915  0.09
C  -3.512079  -9.810973  4.210775  -0.10
O  -3.821889  -8.648363  3.444785  -0.18
C  -2.764499  -7.705513  3.303375  -0.19
C  -1.626099  -8.221813  2.394035  -0.17
O  -1.968949  -8.728003  1.079435  -0.15
C  -2.718899  -7.872973  0.163075  -0.15
C  -1.894369  -6.664443  -0.240885  -0.19
O  -1.563359  -5.771263  0.840865  -0.22
C  -1.461139  -4.407473  0.487165  -0.11
H  -4.407229  -10.429513  4.275615  0.09
H  -3.198469  -9.581953  5.229255  0.08
H  -2.696009  -10.411273  3.808565  0.08
H  -2.403089  -7.354703  4.270035  0.12
H  -3.098859  -6.804633  2.788865  0.11
H  -1.095639  -9.087123  2.791485  0.11
H  -0.879989  -7.457873  2.175365  0.11
H  -3.649869  -7.602493  0.661315  0.12
H  -3.025549  -8.379253  -0.752205  0.12
H  -2.405769  -6.089003  -1.012535  0.12
H  -0.937979  -6.952533  -0.677275  0.13
H  -0.719159  -4.373153  -0.310585  0.09
H  -1.201699  -3.861493  1.394195  0.08
H  -2.351899  -3.971673  0.034695  0.07
C  3.091501  -2.332543  -1.706665  -0.10
O  3.403441  -1.328233  -2.666965  -0.19
C  4.008561  -0.132423  -2.095005  -0.16
C  5.314201  -0.399883  -1.350485  -0.19
O  5.025171  -1.121443  -0.162535  -0.17
C  6.162411  -1.416123  0.631125  -0.16
C  5.800841  -1.954623  2.032415  -0.19
O  5.077841  -3.153613  2.029695  -0.17
C  3.688771  -3.032613  1.998925  -0.09
H  2.545741  -3.090223  -2.268945  0.09
H  2.423441  -1.896423  -0.963965  0.08
H  3.963751  -2.878603  -1.347355  0.09
H  3.315511  0.241327  -1.341285  0.11
H  4.179681  0.590157  -2.892935  0.11
H  5.862761  0.513087  -1.118795  0.13
H  5.780511  -0.995633  -2.135175  0.13
H  6.699931  -0.484423  0.807515  0.12
H  6.804311  -2.121663  0.103615  0.13
H  5.241791  -1.214593  2.605045  0.11
H  6.609591  -2.146713  2.737485  0.13
H  3.272481  -2.624823  2.920075  0.06
H  3.239051  -4.023693  1.938825  0.10
H  3.396841  -2.519273  1.082755  0.07
C  -5.040119  0.603427  2.890335  -0.14
O  -4.299199  1.294127  1.953645  -0.17
C  -4.742089  2.639907  1.850685  -0.16
C  -3.992259  3.256067  0.596565  -0.17
O  -2.632109  3.458717  0.878345  -0.15
C  -1.884209  4.129287  -0.135475  -0.17
C  -0.450649  4.420177  0.368415  -0.19
O  -0.259349  5.289357  1.462965  -0.18
C  -1.054979  6.480977  1.555025  -0.09
H  -5.343599  1.220907  3.735745  0.08
H  -4.459559  -0.179733  3.377895  0.09
H  -5.955629  0.100397  2.579025  0.09
H  -4.471719  3.237407  2.721315  0.10
H  -5.798929  2.844037  1.678845  0.13
H  -4.397649  4.252877  0.422955  0.12
H  -4.184919  2.579827  -0.236315  0.10
H  -2.385679  5.062747  -0.390985  0.12
H  -1.863499  3.572037  -1.072025  0.12
H  0.177821  4.767437  -0.451665  0.11
H  0.012731  3.501097  0.727155  0.10
H  -0.818999  7.069657  2.441515  0.09
H  -2.107089  6.276027  1.752945  0.08
H  -1.041379  7.110697  0.665435  0.09
C  -2.531039  -1.453573  -1.803675  -0.07
O  -3.296989  -0.702223  -2.789475  -0.22
C  -3.167359  0.739987  -2.671835  -0.18
C  -4.513019  1.492727  -2.913045  -0.18
O  -4.964949  1.575907  -4.269595  -0.11
C  -5.431519  0.363657  -4.813565  -0.20
C  -6.173559  0.518587  -6.128395  -0.21
O  -5.499379  1.199587  -7.177405  -0.18
C  -5.495529  2.671177  -7.154865  -0.07
H  -1.481799  -1.304233  -2.058415  0.08
H  -2.792479  -2.499903  -1.961645  0.08
H  -2.846239  -1.125643  -0.813115  0.08
H  -2.469379  1.065667  -3.443105  0.13
H  -2.651629  1.039337  -1.759415  0.09
H  -4.225149  2.429317  -2.435515  0.10
H  -5.213229  1.134087  -2.158605  0.12
H  -6.006879  -0.212703  -4.089085  0.13
H  -4.604039  -0.322643  -4.993455  0.12
H  -7.139979  0.998227  -5.973265  0.12
H  -6.460099  -0.433113  -6.575895  0.13
H  -4.575239  3.107067  -6.766075  0.07
H  -6.309729  3.094627  -6.566765  0.08
H  -5.578339  3.011867  -8.186945  0.08
C  -2.464699  1.671047  5.276045  -0.24
S  -3.139499  3.382267  5.554255  0.86
O  -3.148579  3.284147  7.121515  -0.60
C  -1.649839  4.291847  4.934105  -0.24
H  -2.056269  1.675297  4.265475  0.02
H  -3.245629  0.933477  5.461115  0.04
H  -1.688159  1.470837  6.014295  0.06
H  -2.057329  5.291427  4.782805  0.03
H  -1.286789  3.981337  3.954375  0.04
H  -0.848009  4.321207  5.671885  0.06
C  1.616371  -0.486533  4.161825  -0.25
S  2.448741  0.947497  3.366405  0.83
O  1.342161  2.001487  3.423565  -0.59
C  3.612851  1.261407  4.832165  -0.24
H  1.375381  -0.302643  5.208825  0.06
H  2.292741  -1.340603  4.127455  0.02
H  0.720851  -0.797303  3.623725  0.02
H  4.299931  0.471937  5.136715  0.04
H  3.123711  1.539597  5.765685  0.05
H  4.304651  2.050117  4.536455  0.04
C  -1.063139  0.724937  1.792355  -0.25
S  0.199541  -0.279143  0.920675  0.84
O  -0.399629  -1.643303  0.508295  -0.56
C  0.388041  0.776887  -0.593485  -0.21
H  -1.990749  0.781997  1.222795  0.04
H  -0.674469  1.697537  2.094165  0.03
H  -1.256409  0.165737  2.707795  0.04
H  1.237981  1.447107  -0.465015  0.02
H  -0.513089  1.382737  -0.688385  0.02
H  0.533651  0.140127  -1.466085  0.05

Atoms 1-6, force components in eV/Å:
C -0.363 0.468 -0.434
O 2.949 -0.240 0.409
C 1.329 0.156 -0.634
C -1.200 -0.889 1.462
O -1.107 0.566 1.556
C -0.025 -0.930 -2.155

Entry 4:
The following is a DFT calculation (wB97M-V/def2-TZVPD) of a cluster of 2 separate species, C6H9BrN2O2S in total in a non-equilibrium geometry.

Output
Total charge ... 0
LUMO energy ... -3.53 eV

Last column: Löwdin charge in e.
Element x y z (Å)
C  -2.372878  -1.948434  -0.062741  -0.18
C  -3.050455  -3.226865  0.154790  -0.39
C  -3.099511  -0.808639  -0.588347  -0.38
C  -0.626010  -0.701649  -0.364580  -0.47
C  1.654022  1.506595  0.732899  -0.06
C  1.107592  0.972122  -0.576840  -0.20
N  -1.054350  -1.873942  0.004240  0.19
N  0.638220  -0.373385  -0.306565  0.10
O  -4.242088  -3.473947  0.055345  0.16
O  -2.165696  -4.252245  0.511189  0.11
S  -1.938107  0.556171  -0.821576  1.05
Br  3.842795  -1.918526  0.014072  -0.69
H  -3.611702  -0.912130  -1.642186  0.17
H  -3.861062  -0.565316  0.004543  0.05
H  0.986219  1.605491  1.476462  0.05
H  2.550922  1.002765  0.938025  0.05
H  2.097490  2.457349  0.651444  0.08
H  1.962434  1.109188  -1.382471  0.18
H  0.278912  1.470582  -0.855819  0.01
H  -1.314039  -3.933605  0.846414  0.11
H  1.178977  -1.080727  0.165772  0.05

Atoms 1-6, force components in eV/Å:
C 2.672 0.335 -1.298
C -0.631 -4.170 1.599
C 1.112 0.522 -4.575
C 1.431 5.209 -1.097
C 1.835 0.206 -2.732
C 4.281 -0.613 0.340

Entry 5:
The following is a DFT calculation (wB97M-V/def2-TZVPD) of an isolated molecule of C18H24N2O2S.

Output
SMILES string ... CCCCN(CC)C(=O)CSc1cc(=O)n(C)c2ccccc12
Total charge ... 0
LUMO energy ... 0.08 eV

Last column: Löwdin charge in e.
Element x y z (Å)
C  0.226148  4.415462  -0.902752  -0.11
C  0.333416  3.001368  -1.458183  -0.27
C  1.322839  2.925282  -2.619185  -0.19
C  1.337485  1.542810  -3.278093  -0.15
N  1.632923  0.483789  -2.330078  -0.08
C  3.022286  0.297522  -1.970378  -0.22
C  3.728742  -0.683033  -2.906833  -0.06
C  0.610588  -0.273038  -1.883494  -0.54
O  -0.532863  -0.138689  -2.283241  0.04
C  0.920443  -1.308522  -0.814498  -0.31
S  1.336790  -0.501678  0.791275  0.98
C  0.128217  -1.256999  1.863933  -0.46
C  0.569320  -2.055927  2.854795  0.00
C  -0.330909  -2.723422  3.770909  -0.43
O  0.045291  -3.456375  4.669431  0.05
N  -1.684678  -2.499512  3.547279  -0.01
C  -2.604511  -3.184375  4.431733  -0.02
C  -2.163034  -1.663151  2.567519  -0.14
C  -3.536937  -1.439714  2.408206  -0.02
C  -4.003773  -0.576494  1.442168  -0.07
C  -3.121727  0.105152  0.610788  -0.07
C  -1.770514  -0.103890  0.741631  -0.03
C  -1.270293  -0.995285  1.696383  -0.16
H  -0.123516  5.103056  -1.670039  0.07
H  1.195183  4.761480  -0.548793  0.07
H  -0.472623  4.445764  -0.070349  0.07
H  -0.646459  2.663708  -1.800606  0.11
H  0.660116  2.328138  -0.662476  0.09
H  1.049359  3.657237  -3.381738  0.12
H  2.321979  3.181748  -2.258175  0.11
H  2.077660  1.517006  -4.082593  0.12
H  0.351206  1.329055  -3.695511  0.12
H  3.514210  1.270805  -2.028875  0.12
H  3.100830  -0.044004  -0.937157  0.07
H  4.768292  -0.792311  -2.610297  0.08
H  3.253407  -1.660425  -2.877348  0.07
H  3.696982  -0.322670  -3.932226  0.07
H  1.759067  -1.950313  -1.078115  0.07
H  0.027707  -1.909567  -0.654936  0.10
H  1.620624  -2.245603  3.002726  0.11
H  -3.267146  -3.841098  3.866804  0.10
H  -1.999456  -3.782420  5.113110  0.09
H  -3.192974  -2.469578  5.008356  0.10
H  -4.246304  -1.941168  3.044894  0.10
H  -5.067765  -0.423946  1.339136  0.11
H  -3.491650  0.789540  -0.135519  0.11
H  -1.083978  0.424285  0.100413  0.08

Atoms 1-6, force components in eV/Å:
C -0.033 -0.240 -0.013
C 0.133 0.243 -0.117
C -0.201 -0.347 0.089
C -0.142 0.327 -0.151
N 0.052 0.245 -0.141
C 0.215 -0.327 -0.091

For the records above, the corresponding E values read -3943.77032 -2745.88429 -3972.79279 -3466.14145 -1358.51936 a.u..